{"formula": "C31H76N5Na3O13", "method": "the ωB97M-V functional and the def2-TZVPD basis", "homo_ev": -12.1, "charge": 2, "lumo_ev": -6.38, "elements": ["Na", "Na", "Na", "O", "C", "O", "O", "H", "C", "O", "C", "C", "N", "C", "C", "O", "C", "H", "H", "H", "H", "H", "H", "H", "H", "H", "H", "H", "H", "H", "H", "H", "C", "O", "C", "C", "N", "C", "C", "O", "C", "H", "H", "H", "H", "H", "H", "H", "H", "H", "H", "H", "H", "H", "H", "H", "C", "O", "C", "C", "N", "C", "C", "O", "C", "H", "H", "H", "H", "H", "H", "H", "H", "H", "H", "H", "H", "H", "H", "H", "C", "O", "C", "C", "N", "C", "C", "O", "C", "H", "H", "H", "H", "H", "H", "H", "H", "H", "H", "H", "H", "H", "H", "H", "C", "O", "C", "C", "N", "C", "C", "O", "C", "H", "H", "H", "H", "H", "H", "H", "H", "H", "H", "H", "H", "H", "H", "H"], "positions_angstrom": [[0.264, -1.354, 2.458], [2.514, -0.383, 1.466], [1.282, -2.588, -0.267], [-0.710, 0.518, -0.363], [0.288, -0.345, -0.161], [0.928, -0.371, 0.901], [0.281, -1.152, -1.129], [-0.743, -0.099, -1.098], [-5.455, 3.593, -3.679], [-4.913, 2.617, -4.562], [-3.909, 1.845, -3.892], [-3.186, 1.193, -5.078], [-3.834, -0.025, -5.592], [-4.054, -1.119, -4.694], [-2.706, -1.774, -4.197], [-2.338, -0.959, -3.071], [-1.045, -0.989, -2.490], [-4.657, 4.297, -3.444], [-5.937, 3.160, -2.802], [-6.295, 4.107, -4.146], [-4.257, 1.076, -3.201], [-3.274, 2.454, -3.248], [-2.164, 0.943, -4.796], [-3.176, 2.009, -5.799], [-4.759, 0.314, -5.816], [-4.507, -1.920, -5.279], [-4.867, -1.097, -3.969], [-1.930, -1.785, -4.962], [-2.922, -2.782, -3.842], [-1.169, -0.910, -1.410], [-0.677, 0.033, -2.578], [-0.414, -1.853, -2.699], [-2.828, 4.053, -2.481], [-1.638, 3.384, -1.989], [-1.637, 3.045, -0.605], [-0.217, 2.577, -0.282], [0.878, 3.580, -0.439], [2.114, 2.938, 0.091], [3.440, 3.710, -0.363], [4.595, 3.131, 0.256], [5.864, 3.620, -0.183], [-3.011, 5.019, -2.011], [-3.784, 3.571, -2.274], [-2.777, 4.294, -3.543], [-2.380, 2.282, -0.372], [-1.723, 3.914, 0.048], [0.027, 1.649, -0.798], [-0.304, 2.343, 0.779], [1.055, 3.781, -1.412], [2.236, 1.892, -0.189], [2.046, 2.900, 1.178], [3.368, 4.760, -0.079], [3.632, 3.783, -1.433], [6.112, 4.433, 0.500], [5.808, 4.092, -1.164], [6.682, 2.900, -0.158], [2.753, 2.717, 4.093], [1.366, 2.659, 4.361], [0.912, 1.650, 5.308], [0.928, 0.139, 4.862], [0.307, 0.002, 3.623], [-1.130, -0.050, 3.795], [-1.779, 0.179, 2.447], [-1.816, -1.003, 1.650], [-2.894, -0.990, 0.698], [3.055, 1.778, 3.630], [3.272, 2.864, 5.040], [2.841, 3.619, 3.488], [-0.138, 1.937, 5.360], [1.288, 1.871, 6.307], [0.592, -0.547, 5.639], [1.967, -0.183, 4.792], [0.564, 0.847, 3.133], [-1.436, 0.862, 4.307], [-1.512, -1.013, 4.133], [-1.350, 1.066, 1.981], [-2.791, 0.533, 2.647], [-2.777, -1.813, -0.007], [-2.795, -0.008, 0.235], [-3.886, -0.947, 1.147], [-4.169, -6.223, 2.163], [-2.780, -6.486, 1.797], [-1.871, -6.096, 2.837], [-1.272, -4.665, 2.561], [-0.135, -4.649, 1.547], [-0.625, -5.211, 0.260], [0.398, -5.034, -0.973], [0.458, -3.627, -1.296], [-0.685, -3.200, -2.036], [-4.276, -5.765, 3.146], [-4.837, -7.084, 2.141], [-4.560, -5.490, 1.457], [-1.115, -6.866, 2.995], [-2.281, -6.057, 3.846], [-0.941, -4.301, 3.534], [-2.076, -4.011, 2.224], [0.416, -3.805, 1.472], [-1.644, -4.836, 0.165], [-0.870, -6.271, 0.201], [0.117, -5.657, -1.822], [1.355, -5.449, -0.657], [-0.690, -2.112, -1.966], [-1.566, -3.661, -1.590], [-0.532, -3.398, -3.097], [1.673, 1.371, -2.846], [3.066, 1.097, -2.408], [3.506, -0.231, -2.084], [4.431, -0.274, -0.857], [3.735, 0.550, 0.107], [4.715, 0.956, 1.111], [4.143, 1.466, 2.412], [3.620, 0.376, 3.202], [4.445, 0.228, 4.464], [1.408, 2.426, -2.764], [0.948, 0.723, -2.354], [1.494, 1.248, -3.914], [3.925, -0.733, -2.957], [2.600, -0.743, -1.761], [5.435, 0.102, -1.054], [4.451, -1.304, -0.501], [3.437, 1.386, -0.376], [5.208, 1.794, 0.619], [5.475, 0.206, 1.333], [3.242, 2.034, 2.179], [4.780, 2.215, 2.880], [3.883, -0.500, 5.049], [4.330, 1.112, 5.090], [5.475, -0.023, 4.210]], "forces_ev_per_a": [[-1.317, -6.182, -2.565], [6.560, -0.166, 3.655], [5.255, 3.154, 4.912], [-0.197, -4.582, 3.249], [-1.395, 0.209, 0.865], [-4.951, -0.080, -3.231], [9.514, 0.467, 5.277], [-3.266, 3.138, -2.363], [-0.755, 0.234, -0.828], [-0.456, 0.026, 1.344], [0.633, -0.666, -1.001], [0.515, -0.263, 1.459], [-0.515, 1.519, -0.184], [1.321, -2.553, -0.719], [-1.749, 1.321, 0.775], [0.366, -0.574, 0.068], [-5.522, 7.995, -5.226], [-1.108, 0.261, -0.071], [0.454, -0.272, 0.457], [0.290, 0.046, -0.511], [-0.880, -0.195, -0.046], [-0.067, -0.999, -1.321], [0.132, 0.062, -0.071], [0.155, -0.565, -0.542], [-0.298, -0.130, -0.695], [0.194, -0.158, -0.745], [0.537, 0.894, 1.091], [-0.115, 0.123, -0.193], [0.063, -0.236, -0.117], [-4.634, -3.330, -2.570], [0.356, 0.310, -1.623], [0.946, 5.079, -5.864], [0.494, 1.414, 1.755], [-1.172, 0.396, -0.482], [1.639, 0.884, -0.774], [1.294, 2.511, -0.714], [0.504, -0.407, 1.028], [0.445, 1.457, -0.988], [-0.566, 0.663, 0.555], [-0.914, 1.872, -1.217], [-0.342, 1.903, 0.250], [0.698, 0.429, 0.450], [0.956, -0.374, 0.585], [0.547, -0.546, 0.051], [-0.131, -0.025, 0.064], [-0.773, 0.366, -0.174], [1.009, 3.728, -0.452], [0.567, -0.030, 0.291], [-0.419, 0.093, -0.156], [-1.320, 0.631, -0.310], [-0.020, 0.486, 0.108], [-0.254, 0.120, 0.423], [-0.492, -0.680, -0.343], [0.373, 0.069, 0.029], [-0.082, -0.359, -0.233], [-0.458, -0.437, 0.049], [-1.101, 0.464, 1.504], [-1.231, -1.599, 0.399], [-0.932, 0.759, -0.220], [3.044, 1.572, 2.634], [0.124, 2.982, 3.039], [-0.934, 1.436, -1.894], [-1.539, 0.407, 0.232], [0.045, -0.326, 0.461], [0.202, 1.294, 0.012], [-1.408, 2.027, 1.999], [0.312, 0.284, 0.142], [0.427, -0.169, -0.140], [-0.129, -0.100, 0.274], [0.520, -0.372, -0.015], [-0.789, 0.332, 0.050], [0.125, 0.172, -0.214], [-0.325, 0.526, -0.440], [-0.390, -0.619, 0.919], [0.227, 0.178, 0.834], [0.488, -0.280, -0.605], [-0.378, -0.398, 0.011], [-0.023, 0.113, 0.139], [-0.253, -0.310, -0.763], [0.081, -0.616, 0.435], [0.179, 0.654, -0.478], [-0.661, 0.101, 1.795], [0.456, 0.700, -0.672], [0.939, -0.645, -0.428], [-1.052, -2.124, 0.495], [0.843, 0.231, -1.330], [-1.887, 0.044, 1.822], [-3.029, -6.424, -4.544], [0.140, -5.422, 2.186], [0.319, -0.112, 0.130], [0.556, -0.358, -0.163], [-0.061, -0.037, -0.167], [0.399, 0.089, -0.732], [-0.815, 0.183, -0.165], [0.415, 0.159, -0.055], [-0.293, 0.011, -0.081], [-0.431, 0.108, 0.094], [-0.030, 0.583, -1.018], [0.652, -0.350, 1.177], [-0.369, 0.288, -0.084], [0.345, 0.541, 0.151], [-1.592, -6.285, 5.226], [-0.257, -0.198, -0.529], [-0.274, -0.702, -0.174], [0.984, -0.746, -0.451], [-0.504, 0.810, -0.166], [-1.075, 0.053, -0.477], [-1.120, 0.757, -1.325], [1.649, -0.818, 0.280], [1.850, -0.193, 0.811], [-0.233, -0.333, -3.256], [2.707, -0.867, 1.730], [-1.733, -0.357, -0.756], [0.521, -0.103, 0.842], [0.469, 0.266, 0.145], [0.634, -0.670, -0.257], [0.049, 0.028, -0.039], [-0.155, -0.537, -0.214], [0.155, -0.159, -0.144], [0.443, -0.199, -0.119], [0.864, -0.377, -0.230], [0.530, -1.655, 1.105], [-0.273, -0.659, -0.158], [0.707, -0.060, -0.862], [0.304, -0.640, 0.447], [0.675, -0.609, -0.237], [0.484, 0.294, -0.533], [-0.232, -0.070, 0.155]]}


{"formula": "C37H23Cl3MnN7OSSe", "method": "the ωB97M-V functional and the def2-TZVPD basis", "homo_ev": [-10.3, -10.4], "spin_multiplicity": 2, "charge": 1, "lumo_ev": [-3.88, -3.84], "elements": ["Mn", "Se", "N", "C", "C", "C", "C", "C", "N", "C", "C", "N", "C", "C", "C", "C", "C", "N", "H", "H", "H", "H", "H", "H", "N", "C", "C", "C", "C", "C", "C", "C", "C", "C", "H", "H", "H", "H", "Cl", "C", "C", "C", "C", "C", "C", "N", "C", "C", "N", "C", "O", "C", "C", "C", "Cl", "S", "C", "C", "C", "Cl", "C", "H", "H", "H", "H", "H", "H", "H", "H", "H", "H", "H", "H", "H"], "positions_angstrom": [[-0.078, -0.543, -0.199], [-5.314, 0.871, -5.457], [-3.765, 1.602, -5.058], [-3.335, 1.037, -3.958], [-2.097, 1.395, -3.297], [-1.268, 2.421, -3.748], [-0.115, 2.703, -3.047], [0.183, 1.953, -1.921], [-0.596, 0.973, -1.471], [-1.731, 0.683, -2.148], [-2.559, -0.398, -1.635], [-2.083, -1.101, -0.580], [-2.846, -2.053, -0.057], [-4.105, -2.376, -0.539], [-4.582, -1.705, -1.645], [-3.798, -0.704, -2.215], [-4.192, 0.023, -3.404], [-5.299, -0.206, -4.065], [-1.547, 2.971, -4.637], [0.553, 3.492, -3.360], [1.081, 2.141, -1.348], [-2.427, -2.591, 0.784], [-4.686, -3.148, -0.056], [-5.542, -1.933, -2.089], [5.385, -6.573, -5.896], [4.793, -5.850, -5.227], [4.039, -4.958, -4.401], [4.100, -3.581, -4.612], [3.347, -2.728, -3.830], [2.521, -3.236, -2.820], [2.472, -4.620, -2.610], [3.223, -5.473, -3.393], [1.737, -2.367, -2.007], [1.063, -1.643, -1.297], [4.743, -3.187, -5.388], [3.384, -1.660, -3.989], [1.833, -5.008, -1.829], [3.187, -6.542, -3.230], [6.092, 1.505, 9.519], [4.825, 0.941, 8.496], [4.070, -0.160, 8.867], [3.065, -0.610, 8.028], [2.794, 0.023, 6.822], [1.738, -0.513, 5.887], [2.411, -1.442, 4.850], [1.640, -1.566, 3.619], [1.073, -2.711, 3.124], [0.463, -2.360, 1.961], [0.652, -1.008, 1.738], [1.373, -0.574, 2.755], [0.765, -1.205, 6.633], [-0.543, -1.241, 6.063], [-1.080, 0.112, 5.687], [-1.189, 1.165, 6.550], [-0.782, 1.164, 8.208], [-1.801, 2.582, 5.783], [-1.933, 1.757, 4.287], [-1.513, 0.469, 4.378], [3.562, 1.135, 6.482], [3.281, 1.981, 4.987], [4.573, 1.601, 7.304], [4.269, -0.658, 9.806], [2.455, -1.457, 8.314], [1.277, 0.322, 5.356], [2.503, -2.430, 5.298], [3.406, -1.067, 4.613], [1.154, -3.662, 3.621], [-0.059, -2.987, 1.258], [1.713, 0.439, 2.897], [-1.164, -1.701, 6.832], [-0.561, -1.885, 5.177], [-2.316, 2.277, 3.423], [-1.511, -0.228, 3.549], [5.157, 2.464, 7.019]], "forces_ev_per_a": [[-0.174, 0.272, 0.733], [-0.316, 0.040, -0.339], [0.415, 0.261, 0.105], [-0.376, -0.119, -0.131], [0.148, -0.129, 0.364], [0.117, -0.009, 0.065], [-0.167, 0.124, -0.160], [0.099, -0.106, 0.320], [-0.072, -0.368, -0.533], [0.317, 0.544, -0.320], [-0.504, -0.579, 0.163], [0.187, 0.417, -0.144], [0.314, -0.054, 0.214], [-0.209, 0.053, -0.189], [0.031, -0.074, 0.092], [0.420, 0.083, 0.209], [-0.037, 0.202, -0.328], [-0.035, -0.287, 0.354], [0.011, 0.006, 0.001], [0.018, -0.016, 0.012], [0.048, -0.019, -0.047], [0.003, 0.024, 0.017], [0.029, -0.023, -0.008], [-0.006, -0.021, 0.030], [-0.025, 0.057, 0.055], [0.184, -0.191, -0.195], [-0.214, 0.189, 0.203], [0.062, -0.065, -0.042], [-0.114, -0.032, 0.137], [0.189, -0.273, -0.166], [0.005, 0.194, -0.041], [0.060, -0.044, -0.051], [-0.222, 0.287, 0.268], [-0.016, 0.038, -0.156], [-0.018, -0.011, -0.018], [0.027, 0.000, -0.016], [0.019, -0.034, 0.004], [-0.011, 0.001, -0.020], [0.075, 0.042, 0.081], [-0.179, -0.068, -0.143], [0.041, -0.021, 0.083], [-0.057, 0.026, 0.013], [-0.014, 0.073, -0.112], [0.150, -0.125, -0.138], [-0.026, 0.322, 0.314], [0.026, -0.072, -0.070], [-0.143, -0.100, -0.156], [0.085, 0.002, 0.230], [-0.206, -0.515, -0.464], [-0.077, 0.219, -0.157], [-0.064, -0.008, -0.036], [-0.031, 0.032, -0.025], [0.097, -0.065, 0.196], [-0.093, 0.115, -0.278], [0.000, 0.044, 0.036], [0.059, -0.247, 0.072], [-0.005, 0.151, 0.029], [-0.002, -0.034, -0.027], [0.014, -0.208, 0.207], [-0.030, 0.014, -0.113], [0.060, 0.067, -0.005], [0.006, 0.004, -0.012], [0.037, 0.009, 0.014], [0.002, 0.080, 0.004], [0.058, -0.035, -0.056], [-0.015, -0.026, -0.079], [0.040, 0.045, 0.049], [0.030, -0.024, 0.001], [0.015, -0.005, 0.042], [0.020, -0.012, -0.009], [-0.046, -0.015, 0.051], [0.003, -0.016, 0.007], [-0.009, 0.017, 0.002], [-0.009, -0.003, 0.004]]}


| no. | calculated total energy (eV) |
| --- | --- |
| 1 | -80655.44962 |
| 2 | -196281.88279 |